{"formula": "C13H18F3NO11", "method": "wB97M-V/def2-TZVPD", "species": ["O", "C", "O", "N", "C", "C", "C", "F", "F", "F", "H", "H", "H", "H", "H", "H", "O", "C", "O", "C", "C", "O", "H", "H", "H", "H", "O", "C", "O", "C", "C", "O", "H", "H", "H", "H", "O", "C", "O", "C", "C", "O", "H", "H", "H", "H"], "positions_angstrom": [[0.095700, -4.237197, 0.580871], [-0.483649, -3.313541, 1.352219], [0.065649, -3.181432, 2.738580], [-1.658914, -2.433627, 0.979512], [-1.558482, -1.882442, -0.426026], [-0.167049, -1.083863, -0.763234], [-0.038800, 0.400503, -0.064883], [0.494702, 1.334858, -1.125577], [1.016963, 0.363457, 1.008144], [-1.324137, 0.984694, 0.388123], [0.795913, -2.487567, 2.701302], [-2.483174, -3.106341, 0.937185], [-2.540824, -1.248065, -0.614619], [-1.628758, -2.801577, -1.184428], [0.806647, -1.683943, -0.508820], [-0.128118, -0.891796, -1.940750], [-5.516021, -0.941984, 0.538693], [-5.143712, -0.199079, 1.431532], [-4.263871, -0.552879, 2.413458], [-3.920971, 0.633268, 3.105140], [-5.083124, 1.534159, 2.839078], [-5.553858, 1.094611, 1.579188], [-3.783912, 0.434300, 4.171566], [-2.985178, 1.024903, 2.692833], [-5.883069, 1.413756, 3.577244], [-4.792393, 2.587487, 2.798661], [0.210805, 4.950011, -6.566108], [0.608034, 4.307777, -5.608283], [-0.177617, 3.491159, -4.847125], [0.688243, 2.765181, -3.994955], [1.900768, 3.634941, -3.915623], [1.896591, 4.313143, -5.157451], [0.225614, 2.605493, -3.017145], [0.900176, 1.792780, -4.451685], [1.833908, 4.372952, -3.109294], [2.820493, 3.056466, -3.792612], [3.595647, -0.284036, -0.594551], [3.992875, -0.926270, 0.363274], [3.207225, -1.742888, 1.124432], [4.073084, -2.468865, 1.976602], [5.285609, -1.599106, 2.055935], [5.281432, -0.920904, 0.814105], [3.610456, -2.628553, 2.954412], [4.285017, -3.441267, 1.519872], [5.218749, -0.861095, 2.862263], [6.205334, -2.177581, 2.178945]], "forces_ev_per_a": [[-3.87, 6.04, 4.54], [3.44, -4.21, -2.40], [-0.59, 1.12, -3.35], [1.24, -1.82, 0.01], [-0.10, -0.76, -1.60], [-0.41, 0.59, -0.43], [1.03, 0.64, -0.87], [-1.63, -2.40, 3.58], [-3.90, 0.65, -3.02], [4.44, -1.70, -1.01], [-1.41, -1.11, -0.16], [1.21, 1.17, 0.42], [2.30, -1.07, 0.53], [0.43, 2.10, 1.36], [-1.98, 1.18, -0.24], [-0.21, -0.29, 2.72], [0.90, 1.57, 1.91], [-0.72, -1.41, -1.70], [-0.76, 0.01, -0.78], [0.91, 0.17, 0.74], [-0.30, 0.93, 0.58], [0.24, -0.95, -0.36], [-0.01, -0.15, -0.23], [-0.08, -0.05, 0.01], [0.06, -0.01, -0.07], [-0.15, -0.17, -0.15], [0.90, -1.46, 2.17], [-0.86, 1.37, -2.04], [0.38, 0.73, -0.63], [-0.29, -0.90, 0.74], [0.84, -0.07, 0.79], [-0.82, 0.06, -0.55], [-0.04, 0.08, -0.32], [0.01, 0.08, 0.02], [-0.02, -0.07, -0.07], [-0.10, 0.20, -0.14], [0.84, -1.54, 2.15], [-0.71, 1.49, -2.09], [0.25, 0.66, -0.55], [-0.19, -1.01, 0.62], [0.84, -0.01, 0.80], [-0.92, 0.03, -0.54], [-0.07, 0.05, -0.23], [-0.03, 0.10, 0.04], [-0.01, -0.06, -0.07], [-0.10, 0.20, -0.16]], "largest_force_ev_per_a": 8.49, "e_homo_ev": -10.405, "smiles": "O=C(O)NCCC(F)(F)F.O=C1OCCO1.O=C1OCCO1.O=C1OCCO1", "e_above_lowest_kcal_mol": 89.1, "lumo_energy_ev": 0.09, "multiplicity": 1, "orbital_gap_ev": 10.497}

***

{"formula": "C6H13N4S", "method": "wB97M-V/def2-TZVPD", "species": ["C", "C", "C", "C", "C", "C", "N", "N", "N", "N", "S", "H", "H", "H", "H", "H", "H", "H", "H", "H", "H", "H", "H", "H"], "positions_angstrom": [[0.507459, -1.665436, 1.311614], [-0.231376, 0.149356, 0.088127], [-0.504363, 0.055593, 2.517599], [1.316054, -1.953087, -2.310240], [-0.991574, 1.598766, -1.546209], [-0.455072, 2.592204, 0.592014], [0.868867, -2.148140, -0.003681], [0.035560, -0.390316, 1.273258], [1.142610, -1.407814, -0.987518], [-0.497807, 1.364065, -0.188883], [0.770268, -2.673875, 2.563279], [-0.492190, 1.047927, 2.498373], [-1.592613, -0.394804, 2.521223], [0.185625, -0.420486, 3.162067], [2.275607, -1.489367, -2.731083], [0.497254, -1.621457, -2.946829], [1.206658, -3.092204, -2.342895], [-0.995371, 0.753516, -2.186359], [-1.989067, 1.755649, -1.474534], [-0.519138, 2.526056, -1.929505], [0.011749, 3.340236, -0.004013], [-1.492402, 2.871151, 0.843588], [0.228134, 2.426815, 1.383762], [0.715131, -3.224347, -0.103157]], "forces_ev_per_a": [[1.51, -1.64, -1.61], [0.01, -0.53, -1.25], [-2.76, -4.01, -0.57], [0.24, -1.09, -0.42], [1.93, 1.18, -0.02], [-0.52, -0.51, 0.03], [-0.55, -2.92, 0.42], [0.39, -0.38, -0.93], [0.03, 1.61, 0.75], [-0.11, -0.08, -1.20], [-0.30, 0.17, -0.05], [-0.19, 3.95, 0.63], [2.06, 1.01, 0.82], [-0.07, 0.07, 1.83], [-1.28, -1.09, 0.61], [-0.06, 0.39, 0.03], [0.72, 1.37, 0.09], [1.08, -0.83, -0.46], [-3.32, 1.11, 0.40], [-0.14, -0.87, -0.17], [0.08, 0.71, -0.62], [0.66, 0.07, 0.30], [0.15, 0.14, 1.21], [0.44, 2.18, 0.17]], "charge": 1, "largest_force_ev_per_a": 4.90, "e_homo_ev": [-11.554, -12.097], "e_above_lowest_kcal_mol": 115.7, "lumo_energy_ev": [-5.00, -4.71], "multiplicity": 1, "orbital_gap_ev": [6.557, 7.389]}

***

{"formula": "C3H5Cl2F", "method": "wB97M-V/def2-TZVPD", "species": ["F", "C", "Cl", "C", "C", "Cl", "H", "H", "H", "H", "H"], "positions_angstrom": [[0.727254, -1.049298, -1.982559], [0.423747, -0.361764, -0.882640], [-1.324094, -0.078132, -1.287836], [0.759597, -1.009146, 0.386889], [0.310928, -0.357134, 1.567911], [0.219332, 1.450862, 1.701213], [0.736099, 0.667801, -1.021019], [1.881015, -0.958044, 0.539675], [0.490944, -2.052281, 0.499820], [0.876010, -0.637499, 2.520361], [-0.714022, -0.544444, 1.843833]], "forces_ev_per_a": [[2.06, -1.44, -0.73], [-2.12, 1.62, -1.75], [-0.99, 0.02, 1.19], [3.22, -0.68, -0.42], [-1.77, 1.58, 5.26], [0.65, 0.05, -0.60], [0.86, -0.10, 0.58], [-0.80, -0.32, -1.08], [-0.23, -0.27, -0.54], [-0.44, 0.13, -1.59], [-0.43, -0.60, -0.33]], "largest_force_ev_per_a": 5.78, "e_homo_ev": -10.777, "smiles": "F[C@@H](Cl)CCCl", "e_above_lowest_kcal_mol": 16.9, "lumo_energy_ev": 0.78, "multiplicity": 1, "orbital_gap_ev": 11.552}

***

{"formula": "C3H10N3", "method": "wB97M-V/def2-TZVPD", "species": ["C", "C", "N", "N", "H", "H", "H", "H", "H", "H", "C", "N", "H", "H", "H", "H"], "positions_angstrom": [[-0.786024, -1.313782, -0.030580], [0.405913, -1.196222, 0.534487], [0.620996, -1.157173, 1.945834], [-1.029027, -0.921516, -1.363049], [-1.629814, -1.723470, 0.520081], [1.266514, -0.920602, -0.072971], [1.501321, -0.721170, 2.146879], [-0.064574, -0.572448, 2.399817], [-0.691346, 0.010703, -1.531853], [-2.010406, -0.866150, -1.601748], [0.079794, 2.009378, -1.238551], [0.731796, 2.054307, 0.078962], [-0.084491, 3.048492, -1.505064], [0.773102, 1.479497, -1.892129], [0.364328, 1.199445, 0.510169], [0.227096, 2.787677, 0.565830]], "forces_ev_per_a": [[-0.57, -0.13, -0.17], [0.41, 0.83, 0.35], [-0.14, -0.28, -0.17], [-0.33, -0.25, -0.29], [0.02, 0.25, 0.12], [-0.09, -0.05, -0.03], [0.46, -0.15, 0.07], [-0.24, -0.18, 0.07], [0.34, 0.19, -0.11], [0.01, -0.47, 0.16], [2.78, 1.35, 1.24], [-2.61, -0.70, -0.83], [-0.56, -0.16, -0.70], [-0.70, -0.34, -0.50], [0.88, -0.10, 0.40], [0.33, 0.19, 0.39]], "largest_force_ev_per_a": 3.33, "e_homo_ev": [-7.512, -7.562], "e_above_lowest_kcal_mol": 28.4, "lumo_energy_ev": [0.99, -0.03], "multiplicity": 2, "orbital_gap_ev": [8.503, 7.527]}

***

{"formula": "C3H4N2OS2", "method": "wB97M-V/def2-TZVPD", "species": ["N", "C", "N", "C", "S", "O", "C", "S", "H", "H", "H", "H"], "positions_angstrom": [[-1.033388, 1.935183, 0.243651], [-0.371946, 0.738855, -0.212174], [1.020992, 0.808055, -0.267672], [1.434370, -0.364946, -0.165608], [3.152052, -0.689963, 0.105946], [0.546374, -1.435653, -0.164665], [-0.713878, -0.592935, -0.161839], [-2.409128, -1.409029, -0.053236], [-0.612670, 2.674149, -0.310410], [-2.161320, 2.022053, -0.024385], [2.961755, -1.920483, -0.388197], [-1.813212, -1.765284, 1.398588]], "forces_ev_per_a": [[-3.35, -0.57, -2.33], [-0.56, -1.39, 1.54], [-1.08, 1.84, 0.14], [1.55, -2.70, -0.01], [-0.81, -0.49, -0.44], [-1.72, 4.02, 0.04], [-1.09, -0.67, -0.72], [4.56, 0.24, 3.57], [0.11, 0.33, 0.24], [3.96, -0.84, 0.91], [0.48, -0.19, 0.11], [-2.08, 0.43, -3.06]], "largest_force_ev_per_a": 5.80, "e_homo_ev": -8.457, "smiles": "Nc1nc(S)oc1S", "e_above_lowest_kcal_mol": 62.7, "lumo_energy_ev": 0.20, "multiplicity": 1, "orbital_gap_ev": 8.656}

***

{"formula": "C3H9N2", "method": "wB97M-V/def2-TZVPD", "species": ["C", "C", "N", "H", "H", "H", "H", "H", "C", "N", "H", "H", "H", "H"], "positions_angstrom": [[-1.830921, 0.768882, -0.917270], [-0.838654, -0.057040, -0.086119], [0.428738, 0.583688, -0.086494], [-1.916828, 1.752480, -0.451384], [-2.825946, 0.327183, -0.942034], [-1.446307, 0.916118, -1.926648], [-0.808866, -1.091438, -0.475927], [-1.223785, -0.133561, 0.948894], [1.373746, 0.147783, 0.823670], [2.036117, -1.155804, 0.465377], [2.189412, 0.871496, 0.878145], [1.029137, 0.005382, 1.863038], [1.340482, -1.892598, 0.346909], [2.493676, -1.042571, -0.440157]], "forces_ev_per_a": [[0.29, 0.27, -0.03], [-0.80, 1.58, -0.29], [-0.86, -2.05, -0.84], [-0.06, -0.06, -0.08], [0.16, -0.17, -0.01], [-0.17, -0.11, 0.00], [0.42, -0.01, 0.12], [0.48, -0.42, 0.15], [2.19, 0.39, 2.64], [-1.31, 0.77, -1.36], [-0.14, -0.01, -0.17], [-0.55, 0.05, -0.40], [0.17, -0.13, 0.20], [0.20, -0.12, 0.07]], "charge": 1, "largest_force_ev_per_a": 3.45, "e_homo_ev": -16.205, "e_above_lowest_kcal_mol": 118.2, "lumo_energy_ev": -8.97, "multiplicity": 1, "orbital_gap_ev": 7.240}